Below is a structure of composition C22H43AlF3N2O2, with properties calculated with wB97M-V/def2-TZVPD.

```
73
Properties=species:S:1:pos:R:3:lowdin_charge:R:1
C 2.0415 0.2627 5.8388 -0.066
C 1.4343 -1.0347 5.3738 -0.294
C 1.9260 -1.7010 4.2510 -0.084
C 1.3081 -2.8754 3.8260 -0.095
C 0.2059 -3.3890 4.5078 -0.080
C -0.2925 -2.7544 5.6508 -0.305
C -1.4792 -3.2744 6.3947 -0.183
Al -3.0994 -3.4350 5.1594 0.249
O -4.3286 -4.4252 6.0291 -0.265
C -3.9690 -1.6137 4.8417 -0.165
O -3.3808 -0.8173 3.7390 -0.022
C -2.9995 0.3896 4.0468 -0.789
F -2.5831 1.0179 2.9388 0.133
F -3.9663 1.1655 4.5764 0.129
F -1.9830 0.4416 4.9185 0.150
C 0.3514 -1.5755 6.0670 -0.026
H 1.7637 1.0436 5.1272 0.075
H 3.1283 0.2287 5.8603 0.068
H 1.6315 0.5639 6.7963 0.065
H 2.7794 -1.2866 3.7301 0.094
H 1.6841 -3.3694 2.9407 0.089
H -0.2674 -4.2822 4.1297 0.079
H -1.2547 -4.2383 6.8519 0.057
H -1.7562 -2.5969 7.2046 0.050
H -2.7318 -4.1142 3.7433 -0.049
H -4.9053 -4.8584 5.3965 -0.024
H -4.0219 -1.0286 5.7593 0.064
H -5.0010 -1.8037 4.5457 0.054
H -0.0287 -1.0820 6.9508 0.107
C 0.9428 3.0669 -2.8995 -0.094
C -0.1517 2.5660 -1.9685 -0.275
N -0.0575 3.1140 -0.6318 -0.198
C -0.8951 2.4216 0.3391 -0.239
C -2.4142 2.4780 0.1548 -0.081
C -0.0477 4.5618 -0.5480 -0.251
C -1.2310 5.3284 -1.1547 -0.086
H 1.9288 2.9020 -2.4627 0.078
H 0.8964 2.5262 -3.8465 0.056
H 0.8376 4.1292 -3.1261 0.065
H -0.0583 1.4796 -1.8864 0.111
H -1.1309 2.7569 -2.4380 0.103
H -0.6444 2.7912 1.3360 0.113
H -0.5908 1.3709 0.3394 0.116
H -2.8224 3.4545 0.4157 0.058
H -2.8836 1.7505 0.8098 0.054
H -2.7149 2.2381 -0.8670 0.067
H 0.8686 4.9225 -1.0253 0.098
H 0.0581 4.8381 0.5037 0.114
H -1.4835 4.9686 -2.1534 0.063
H -0.9716 6.3861 -1.2472 0.067
H -2.1227 5.2685 -0.5335 0.053
C 2.9066 -2.8003 -7.2664 -0.094
C 3.0493 -1.9633 -6.0035 -0.278
N 2.4498 -0.6484 -6.1221 -0.202
C 2.8324 0.2614 -5.0559 -0.249
C 2.4041 -0.0809 -3.6250 -0.085
C 1.0469 -0.6295 -6.4988 -0.249
C 0.0503 -1.3838 -5.6093 -0.079
H 3.2838 -2.2580 -8.1348 0.078
H 3.4812 -3.7219 -7.1644 0.071
H 1.8706 -3.0821 -7.4579 0.063
H 4.1155 -1.8233 -5.8060 0.116
H 2.6498 -2.5359 -5.1518 0.103
H 2.4641 1.2597 -5.3090 0.102
H 3.9242 0.3442 -5.0748 0.109
H 1.3396 0.0846 -3.4671 0.042
H 2.9346 0.5626 -2.9208 0.071
H 2.6383 -1.1125 -3.3608 0.070
H 0.9655 -1.0284 -7.5138 0.099
H 0.7343 0.4144 -6.5837 0.113
H 0.4015 -2.3852 -5.3568 0.067
H -0.8976 -1.4978 -6.1396 0.071
H -0.1629 -0.8527 -4.6832 0.055
```

Summary:
LUMO level = 2.2592 eV
HOMO energy = -4.66 eV
DFT total energy = -45339.4205 eV
ΔE to the lowest compared entry with this formula, charge and spin = 0.0 kcal/mol
total charge = -1
HOMO-LUMO gap = 6.92 eV

=====

Below is a cluster of 3 separate species, CH8NO3 in total, with properties calculated with wB97M-V/def2-TZVPD.

```
13
Properties=species:S:1:pos:R:3:lowdin_charge:R:1
N -0.2326 1.4062 -1.0394 -0.028
C -1.0287 0.9757 0.2007 -0.492
O -0.6498 -0.2246 0.6691 -0.313
H -0.6052 0.9280 -1.8524 0.020
H 0.7110 1.0474 -0.9356 0.027
H -2.0898 1.0159 -0.1341 0.075
H -1.0230 1.8476 0.8885 0.071
H 0.7365 -0.4216 1.1493 -0.026
H 1.8122 0.0969 2.0495 -0.016
O 1.7609 -0.5667 1.3612 -0.183
H 0.1717 -1.5068 -0.1624 -0.011
H 0.3543 -2.2212 -1.5477 -0.005
O 0.0824 -2.3768 -0.6468 -0.118
```

Summary:
LUMO level = 4.4181 eV
HOMO energy = -3.87 eV
DFT total energy = -8799.9141 eV
ΔE to the lowest compared entry with this formula, charge and spin = 12.9 kcal/mol
total charge = -1
HOMO-LUMO gap = 8.28 eV

=====

Below is a cluster of 3 separate species, C2H10NO3 in total, with properties calculated with wB97M-V/def2-TZVPD.

```
16
Properties=species:S:1:pos:R:3:lowdin_charge:R:1
C 0.3950 -0.1940 -0.5504 -0.383
O -0.1724 -0.5001 0.7373 -0.372
C -0.5501 0.4311 -1.5993 -0.297
N -0.9343 1.8319 -1.3027 -0.055
H 1.3158 0.4796 -0.4953 0.111
H 0.6145 -1.1597 -0.9639 0.062
H -0.1619 0.3350 -2.6289 0.087
H -1.5887 -0.0123 -1.6092 0.109
H -1.5084 1.8949 -0.4382 0.068
H -0.1801 2.5035 -1.2669 0.036
H 0.7530 -3.5381 1.4705 0.000
H 0.3808 -2.1909 0.7431 -0.016
O 0.3075 -3.1813 0.7010 -0.125
H 0.0738 1.3248 3.1622 0.056
H 0.5087 0.5500 1.7042 0.016
O 0.7467 1.4253 2.3363 -0.297
```

Summary:
LUMO level = 4.2604 eV
HOMO energy = -3.85 eV
DFT total energy = -9868.8478 eV
ΔE to the lowest compared entry with this formula, charge and spin = 21.3 kcal/mol
total charge = -1
HOMO-LUMO gap = 8.11 eV

=====

Below is a structure of composition C20H28LaNO2S, with properties calculated with wB97M-V/def2-TZVPD.

```
53
Properties=species:S:1:pos:R:3:lowdin_charge:R:1
O -0.0801 0.0492 0.5481 -0.337
C 0.9129 -0.4976 -0.3702 -0.110
C 0.4198 0.4093 -1.4892 -0.049
H 0.7571 -1.5631 -0.5054 0.127
H 1.9207 -0.3319 -0.0039 0.114
C -0.7251 0.8206 -0.5506 -0.508
H 0.1124 -0.0869 -2.4052 0.104
H 1.0961 1.2255 -1.7287 0.123
C -2.0527 0.1994 -0.9117 -0.003
H -1.9783 -0.8855 -0.9305 0.098
H -2.3578 0.5370 -1.9020 0.097
H -2.8321 0.4762 -0.2077 0.080
C -0.8324 2.2842 -0.2212 0.000
H 0.1458 2.7351 -0.0827 0.085
H -1.4084 2.4362 0.6884 0.079
H -1.3363 2.8064 -1.0339 0.102
La 0.0000 0.0000 2.7747 1.590
C 0.8724 1.5476 4.3216 -0.407
C 1.8008 0.4936 4.2057 -0.379
C 2.3500 0.5530 2.9052 -0.214
H 2.0474 -0.2324 4.9609 0.109
C 1.7496 1.6206 2.2260 -0.252
C 0.8139 2.2293 3.0849 -0.201
H 0.1854 3.0721 2.8514 0.113
H 0.3033 1.7869 5.2016 0.106
H 3.0543 -0.1465 2.4948 0.112
H 1.9334 1.8920 1.2011 0.099
C -1.4677 -0.4588 4.6275 -0.607
C -1.9246 0.7165 3.9858 -0.204
C -2.3283 0.3773 2.6841 -0.243
H -1.9519 1.7042 4.4113 0.137
C -2.1216 -1.0146 2.5212 -0.251
C -1.6079 -1.5240 3.7277 -0.179
H -1.2906 -2.5366 3.8938 0.117
H -1.0602 -0.5225 5.6224 -0.002
H -2.7459 1.0564 1.9623 0.094
H -2.2733 -1.5830 1.6213 0.106
O 0.7090 -1.6696 -4.6402 -0.156
C 0.2562 -0.5598 -5.4241 -0.217
C 0.4134 -0.9697 -6.8797 -0.170
H 0.8681 0.3202 -5.1960 0.116
H -0.7748 -0.3344 -5.1495 0.114
C 1.6227 -1.8941 -6.8104 -0.170
H 0.5556 -0.1188 -7.5432 0.113
H -0.4651 -1.5197 -7.2185 0.115
C 1.3928 -2.6027 -5.4848 -0.203
H 2.5437 -1.3112 -6.7770 0.114
H 1.6900 -2.5838 -7.6494 0.113
H 2.3178 -2.9072 -4.9939 0.116
H 0.7707 -3.4947 -5.6191 0.118
S 0.0000 0.0000 4.7747 0.659
C 0.0000 0.0000 6.5847 -0.364
N 0.0000 0.0000 7.8457 0.056
```

Summary:
LUMO level (alpha / beta) = -0.0847 / 0.0469 eV
HOMO energy (alpha / beta) = -4.89 / -4.67 eV
DFT total energy = -38448.1886 eV
ΔE to the lowest compared entry with this formula, charge and spin = 536.0 kcal/mol
HOMO-LUMO gap (alpha / beta) = 4.81 / 4.71 eV

=====

The lowest ΔE to the lowest compared entry with this formula, charge and spin belongs to which entry? C22H43AlF3N2O2